(1)
C16H25ClI2N3P2Sn as an isolated structure at a distorted geometry, computed with ωB97M-V/def2-TZVPD.

- net charge = +3
- relative energy (zero: lowest compared OMol25 entry of this formula, charge and spin) (kcal per mole) = 83.25
- max |F| (eV/Å) = 3.30
- HOMO-LUMO gap (spin up / spin down) (eV) = 3.3 / 3.3
- highest occupied orbital energy (spin up / spin down) (eV) = -16.526 / -16.526

Geometry as XYZ:
```
50
Properties=species:S:1:pos:R:3:forces:R:3:mulliken_charge:R:1
I -0.299 1.048 0.079 0.28 -0.21 1.38 0.42
I -0.941 -2.547 -0.511 1.49 -0.33 0.38 0.57
Sn -0.030 -0.022 -4.815 -0.47 -0.14 -1.11 1.05
Cl -0.240 0.517 -7.117 0.20 -0.06 0.88 -0.28
P 2.298 -0.127 -2.907 1.77 0.05 0.09 0.44
P -2.334 -0.066 -2.644 -1.55 0.55 -0.31 0.21
N -1.410 2.548 8.490 0.78 -1.23 -2.08 -0.28
N 0.448 -1.635 0.834 0.19 -0.91 0.51 -0.06
N 0.632 -0.512 2.798 0.78 -1.91 0.05 0.35
C -3.115 1.410 -3.408 0.29 0.13 -0.05 -1.14
C -0.810 1.037 3.936 -0.31 0.63 0.25 0.02
C -3.307 0.098 -1.089 0.23 -0.27 0.60 -1.10
C -1.057 1.985 7.525 -0.70 1.09 1.89 -0.20
C 0.725 -0.351 5.222 0.17 0.23 0.56 -0.55
C 0.294 0.267 6.397 0.62 -0.68 -0.55 -1.11
C 3.094 1.354 -3.650 -0.33 0.15 0.04 -1.20
C 3.026 0.023 -1.228 -0.45 0.18 0.44 -0.86
C 3.458 -1.405 -3.551 -0.46 -0.27 -0.09 -1.20
C 1.601 -1.985 1.438 -1.77 -0.30 -2.78 -1.03
C 0.182 0.053 3.989 0.15 0.39 0.18 1.76
C 1.707 -1.360 2.656 -1.52 2.28 1.32 0.15
C -0.211 -0.626 1.602 0.61 0.58 -0.24 -1.05
C -1.197 1.690 5.099 -0.20 -0.17 -0.99 -1.11
C -0.644 1.310 6.331 -0.07 0.05 0.08 0.55
C -3.424 -1.311 -3.444 0.44 -0.16 0.00 -1.16
H -1.226 1.322 2.973 -0.03 0.15 0.29 0.37
H 2.965 -0.940 -0.708 0.10 0.11 -0.11 0.03
H 2.895 2.229 -3.021 -0.02 -0.03 -0.21 0.35
H -2.955 2.256 -2.733 0.01 0.09 -0.30 0.35
H 2.677 1.536 -4.647 0.28 0.16 0.01 0.44
H 0.692 -0.051 7.363 -0.13 0.11 -0.33 0.49
H -1.935 2.487 5.022 0.19 -0.19 0.24 0.47
H 3.319 -2.334 -2.983 0.07 0.12 -0.24 0.35
H -2.912 -0.584 -0.330 -0.33 0.25 0.07 0.10
H 2.443 0.760 -0.662 0.44 -0.13 -0.04 0.21
H 1.472 -1.147 5.223 -0.30 0.25 0.44 0.28
H 3.220 -1.604 -4.603 0.27 -0.08 0.15 0.37
H -3.207 -1.355 -4.517 -0.18 -0.15 0.12 0.35
H -1.257 -0.835 1.833 0.23 0.06 0.15 0.89
H -4.466 -1.012 -3.274 0.27 -0.22 -0.20 0.43
H -3.240 1.123 -0.714 -0.11 -0.20 -0.02 0.40
H 4.074 0.343 -1.285 -0.23 -0.13 -0.03 0.45
H -4.354 -0.164 -1.265 0.12 0.15 -0.05 0.41
H -4.193 1.236 -3.504 0.24 0.14 -0.09 0.36
H 4.179 1.210 -3.718 -0.28 0.06 -0.07 0.38
H -2.679 1.630 -4.386 -0.23 0.17 -0.02 0.41
H -3.239 -2.293 -3.001 -0.19 -0.11 -0.20 0.33
H 2.329 -2.597 0.933 -0.01 -0.47 0.19 0.62
H 2.448 -1.534 3.425 0.02 0.27 -0.14 0.53
H 4.502 -1.073 -3.455 -0.36 -0.06 -0.06 0.40
```
Forces are in eV/Å.

(2)
C19H20BiF5N5O6PS2 as an isolated structure at a distorted geometry, computed with ωB97M-V/def2-TZVPD.

- net charge = -1
- 2S+1 = 2
- relative energy (zero: lowest compared OMol25 entry of this formula, charge and spin) (kcal per mole) = 48.69
- max |F| (eV/Å) = 6.52
- HOMO-LUMO gap (spin up / spin down) (eV) = 1.7 / 6.0
- highest occupied orbital energy (spin up / spin down) (eV) = -0.739 / -5.098
- ⟨S²⟩ = 0.77

Geometry as XYZ:
```
59
Properties=species:S:1:pos:R:3:forces:R:3:mulliken_charge:R:1
Bi -0.349 0.149 -0.034 -0.96 -1.05 -0.73 1.31
S -0.165 3.037 0.059 0.07 -0.06 -0.48 -0.55
S -0.494 1.573 -3.012 0.09 0.82 0.52 -0.49
P -0.356 3.250 -1.945 0.45 0.01 -0.35 0.90
F -3.341 -0.478 -0.368 0.28 0.37 0.44 -0.27
F -2.878 2.370 1.712 -0.06 -0.84 0.08 -0.23
F -3.382 2.267 -0.365 -0.11 -0.63 0.09 -0.16
F -4.704 1.354 1.108 0.37 0.10 -0.10 -0.30
F -2.935 -0.442 1.811 0.06 0.06 -0.35 -0.26
O 0.891 4.125 -2.540 -0.07 -0.37 0.22 -0.36
O 0.364 -2.649 2.506 0.82 0.99 1.42 -0.67
O -1.568 4.292 -2.148 0.20 -0.31 0.33 -0.37
O -0.341 -8.618 -1.633 -0.91 -0.29 -2.76 -0.79
O -0.692 -2.066 0.610 0.05 2.08 -0.63 -0.55
O 0.462 -9.131 0.261 1.64 -3.54 3.08 -0.78
N 2.336 -0.331 0.416 1.68 -0.65 1.87 -0.04
N 0.308 0.562 2.058 -0.27 -0.50 1.87 0.34
N 1.455 0.198 3.904 -0.74 -0.54 0.02 -0.11
N 0.017 -8.335 -0.504 -0.52 6.20 0.65 0.94
N 3.828 -0.339 2.102 -0.35 -0.40 -1.20 -0.10
C 0.207 -6.713 1.298 0.61 1.74 1.72 -0.68
C -2.127 4.542 -3.440 -1.17 -0.61 -0.24 -0.38
C -0.348 -5.899 -0.964 -0.57 -1.03 0.38 -0.91
C 0.165 -5.402 1.750 -0.01 -0.82 0.01 -0.22
C -0.579 0.652 3.156 -0.24 0.35 -1.15 -0.03
C -0.180 -4.369 0.875 0.40 2.29 1.88 0.18
C 2.587 5.753 -1.800 -0.14 -1.14 1.26 -1.15
C 0.098 0.431 4.282 1.39 0.01 -0.26 -0.94
C -0.485 -4.651 -0.452 0.03 1.58 -1.25 -0.17
C -3.407 1.546 0.773 -0.73 1.39 -0.32 0.62
C 4.510 -0.768 0.947 -0.86 0.28 1.49 -0.26
C 1.503 0.193 2.539 -5.17 1.82 3.53 0.02
C -2.686 0.219 0.630 0.40 -0.40 -0.01 0.19
C 3.564 -0.801 -0.029 -0.56 1.28 0.85 -0.80
C -3.358 3.621 -3.658 -0.07 1.57 0.00 -1.12
C -0.127 -2.903 1.429 -0.82 -3.25 -2.19 0.26
C 1.096 5.503 -2.190 1.83 0.16 -1.38 -0.23
C -0.018 -6.897 -0.023 -0.47 -4.24 -3.50 0.21
C 2.531 -0.130 1.742 3.78 -1.38 -4.38 0.15
H 5.564 -0.980 0.980 -0.06 -0.10 -0.12 0.43
H -3.075 2.610 -3.741 0.60 -1.21 0.16 0.31
H 4.161 -0.305 3.048 0.30 0.00 -0.04 0.20
H 2.830 5.171 -0.859 -0.52 0.64 -0.82 0.22
H 3.737 -0.997 -1.039 0.05 -0.43 -1.32 0.48
H 2.838 6.803 -1.583 -0.40 -0.27 -0.28 0.36
H -0.286 0.540 5.277 0.42 -0.31 0.31 0.42
H 0.509 5.781 -1.367 -1.11 0.38 1.08 0.39
H -0.610 -6.269 -1.955 0.18 0.53 0.11 0.39
H -0.737 -3.784 -1.083 -0.02 -0.55 0.17 0.30
H -1.421 4.322 -4.249 0.17 0.24 0.24 0.35
H 2.101 -0.369 4.452 -0.41 0.40 -0.13 0.28
H 0.492 -7.544 1.907 -0.04 -0.24 0.29 0.44
H -1.664 0.861 3.076 1.27 -0.09 -0.19 0.29
H -2.400 5.612 -3.434 0.12 -0.51 -0.14 0.32
H -3.832 3.854 -4.607 -0.11 0.31 -0.17 0.41
H 3.302 5.347 -2.506 -0.14 0.14 -0.52 0.32
H -4.112 3.705 -2.873 0.20 0.18 0.05 0.24
H 0.826 6.109 -3.087 0.09 -0.33 0.66 0.23
H 0.374 -5.187 2.782 0.07 0.19 0.24 0.41
```
Forces are in eV/Å.

(3)
One molecule with the formula C4H10N2O2, computed with ωB97M-V/def2-TZVPD.

- net charge = 0
- relative energy (zero: lowest compared OMol25 entry of this formula, charge and spin) (kcal per mole) = 19.80
- SMILES = CN[C@](C)(O)C(N)=O
- max |F| (eV/Å) = 0.49
- HOMO-LUMO gap (eV) = 10.0
- highest occupied orbital energy (eV) = -9.130

Geometry as XYZ:
```
18
Properties=species:S:1:pos:R:3:forces:R:3:mulliken_charge:R:1
O 0.328 -1.124 1.110 -0.30 -0.23 0.18 -0.62
O 1.048 0.084 -2.147 0.04 0.29 -0.27 -0.65
N 0.603 1.070 0.385 0.13 0.02 -0.36 -0.43
N 1.044 -2.002 -1.269 0.05 -0.48 0.02 -0.31
C -0.195 1.906 1.262 -0.04 -0.05 0.01 -0.93
C -1.439 -0.285 -0.258 0.40 -0.03 0.25 -1.58
C 0.790 -0.685 -1.247 -0.02 0.06 0.42 0.17
C 0.068 -0.225 0.043 -0.10 0.30 -0.25 1.14
H 0.422 2.747 1.575 -0.08 0.02 0.08 0.34
H -0.469 1.328 2.144 -0.05 0.11 0.07 0.32
H 0.836 -2.548 -0.449 0.11 0.03 -0.07 0.23
H -2.006 -0.020 0.630 -0.07 0.03 0.06 0.38
H -1.704 -1.297 -0.550 -0.09 -0.08 -0.03 0.42
H -1.677 0.398 -1.069 -0.02 0.04 -0.07 0.34
H 1.105 -0.788 1.573 0.06 0.07 -0.13 0.38
H -1.108 2.297 0.797 0.00 -0.02 0.05 0.29
H 1.505 -2.419 -2.060 -0.05 0.09 0.00 0.24
H 0.852 1.562 -0.467 0.05 -0.17 0.05 0.26
```
Forces are in eV/Å.

(4)
One molecule with the formula C4H6O2, computed with ωB97M-V/def2-TZVPD.

- net charge = 0
- relative energy (zero: lowest compared OMol25 entry of this formula, charge and spin) (kcal per mole) = 13.70
- SMILES = CC(=O)C(C)=O
- max |F| (eV/Å) = 0.56
- HOMO-LUMO gap (eV) = 9.4
- highest occupied orbital energy (eV) = -9.576

Geometry as XYZ:
```
12
Properties=species:S:1:pos:R:3:forces:R:3:mulliken_charge:R:1
O -0.238 1.761 -0.137 -0.11 -0.50 0.05 -0.53
O 0.217 -1.606 -0.570 0.14 0.50 0.20 -0.53
C 0.540 -0.498 -0.196 0.06 -0.41 -0.09 0.57
C -0.551 0.591 -0.104 -0.10 0.29 -0.01 0.74
C 1.954 -0.113 0.149 0.04 0.00 -0.07 -1.00
C -1.965 0.086 -0.010 -0.05 0.09 0.01 -1.06
H 2.078 0.971 0.193 -0.02 -0.20 -0.06 0.31
H -2.656 0.931 0.020 0.11 -0.12 -0.01 0.33
H -2.071 -0.520 0.898 0.01 0.08 -0.14 0.30
H -2.193 -0.573 -0.854 0.08 0.10 0.13 0.29
H 2.616 -0.564 -0.594 -0.02 0.12 0.09 0.30
H 2.223 -0.543 1.121 -0.15 0.05 -0.11 0.28
```
Forces are in eV/Å.

(5)
A 2-piece molecular cluster, C5H14N2 overall at a distorted geometry, computed with ωB97M-V/def2-TZVPD.

- net charge = +1
- 2S+1 = 2
- relative energy (zero: lowest compared OMol25 entry of this formula, charge and spin) (kcal per mole) = 42.21
- max |F| (eV/Å) = 2.23
- HOMO-LUMO gap (spin up / spin down) (eV) = 9.5 / 4.6
- highest occupied orbital energy (spin up / spin down) (eV) = -12.818 / -12.818
- ⟨S²⟩ = 0.75

Geometry as XYZ:
```
21
Properties=species:S:1:pos:R:3:forces:R:3:mulliken_charge:R:1
N 1.779 1.376 -0.301 -2.21 -0.26 -0.14 0.06
N -0.651 -1.951 1.387 0.34 0.12 -0.21 -0.44
C -1.961 -1.883 -0.683 0.41 -0.20 -0.09 -1.32
C -0.903 -1.668 2.587 -0.04 -0.08 -0.06 -0.28
C 1.671 0.731 -1.583 0.80 0.28 -0.01 -0.80
C -1.195 -1.086 0.363 -0.69 0.11 -0.20 0.65
C 1.489 2.769 -0.143 0.95 0.56 -0.19 -0.71
H 1.382 0.799 0.447 0.69 -0.10 0.29 0.35
H 0.406 2.916 -0.229 -0.13 -0.15 0.02 0.36
H -1.493 -0.792 2.866 -0.11 0.02 0.14 0.26
H -1.859 -0.306 0.765 0.06 0.02 0.18 0.48
H 1.982 3.346 -0.927 -0.09 -0.06 0.01 0.32
H -2.196 -1.240 -1.531 -0.31 0.00 0.03 0.34
H -0.537 -2.327 3.368 0.02 0.06 0.09 0.29
H -2.856 -2.329 -0.260 -0.13 0.10 -0.06 0.36
H 0.652 0.864 -1.970 -0.12 0.01 0.19 0.40
H -1.337 -2.693 -1.062 0.01 -0.02 0.06 0.31
H -0.404 -0.562 -0.178 0.45 -0.05 0.13 -0.67
H 1.889 -0.322 -1.462 0.04 -0.15 -0.17 0.37
H 2.332 1.232 -2.288 0.12 -0.11 -0.09 0.33
H 1.810 3.127 0.833 -0.05 -0.10 0.10 0.33
```
Forces are in eV/Å.

(6)
C32H34CrN6O4PS3 as an isolated structure at a distorted geometry, computed with ωB97M-V/def2-TZVPD.

- net charge = 0
- 2S+1 = 2
- relative energy (zero: lowest compared OMol25 entry of this formula, charge and spin) (kcal per mole) = 3.31
- max |F| (eV/Å) = 1.09
- HOMO-LUMO gap (spin up / spin down) (eV) = 6.4 / 6.4
- highest occupied orbital energy (spin up / spin down) (eV) = -6.997 / -7.013
- ⟨S²⟩ = 0.76

Geometry as XYZ:
```
81
Properties=species:S:1:pos:R:3:forces:R:3:mulliken_charge:R:1
Cr -0.388 0.356 -0.044 -0.48 -0.23 0.95 -0.78
S 0.482 -3.942 1.731 0.02 -0.06 0.00 -0.11
S -0.552 1.059 3.135 -0.13 0.18 -0.11 -0.34
S 0.800 -1.066 1.379 -0.05 -0.72 -0.39 -0.57
P -2.623 0.522 0.947 -0.49 -0.04 -0.59 1.20
O -3.504 0.072 -0.336 0.01 0.15 -0.12 0.01
O -3.393 -0.373 2.022 0.28 0.02 0.32 -0.33
O -3.242 1.970 1.278 -0.01 0.13 0.27 -0.42
O -1.134 1.269 -1.485 0.06 -0.31 -0.22 -0.14
N -0.811 -2.631 -0.153 -0.23 0.20 -0.14 -1.24
N 0.265 3.058 1.457 -0.38 0.10 0.09 -1.47
N 1.264 0.324 -1.260 0.20 -0.04 -0.23 0.73
N 0.514 2.141 0.510 0.83 0.37 -0.38 2.14
N -0.611 3.689 3.403 -0.01 -0.23 0.06 -0.44
N -1.077 -1.434 -0.852 0.12 -0.26 0.06 1.32
C -2.496 1.519 -4.805 0.00 0.03 0.00 -0.63
C -2.310 -2.937 -2.336 -0.02 0.04 0.05 -2.69
C 3.167 -5.553 -2.463 -0.01 -0.02 0.02 -0.49
C 2.594 1.851 -2.489 0.16 0.11 -0.11 -0.68
C 1.934 6.275 -0.511 0.08 0.03 0.02 -0.78
C -1.906 1.833 -3.600 -0.05 0.15 -0.08 -0.99
C 1.597 -0.648 -2.111 -0.03 0.00 0.23 -0.33
C 1.153 -5.431 -0.520 0.00 0.08 0.11 0.26
C -4.922 0.202 -0.377 -0.02 -0.11 0.04 -0.94
C -2.007 -0.481 -2.888 -0.07 -0.30 0.11 0.90
C -2.859 0.203 -5.075 0.03 0.01 0.05 -1.18
C 3.431 3.957 -0.318 0.05 -0.03 0.15 -0.06
C -1.667 0.855 -2.626 0.08 0.22 0.39 0.21
C 1.777 1.553 -1.408 -0.23 0.21 0.09 0.43
C 1.981 -4.882 -2.724 -0.03 0.01 0.01 -0.54
C -3.144 3.062 0.357 0.12 -0.05 -0.03 -0.53
C -3.647 -0.101 3.407 0.05 -0.04 -0.10 -0.75
C 2.340 -6.119 -0.275 0.01 0.03 0.02 -0.54
C 0.114 -5.300 0.568 0.09 0.15 -0.08 -1.04
C -1.755 -1.593 -1.942 -0.04 0.02 -0.24 1.57
C -2.611 -0.767 -4.124 0.03 -0.06 0.01 -1.12
C -0.274 2.639 2.589 -0.20 0.54 0.20 0.40
C 3.323 6.352 -0.461 -0.08 -0.04 -0.01 -0.46
C 2.044 3.871 -0.370 0.03 -0.05 -0.01 -0.36
C 2.926 0.848 -3.382 0.06 0.08 -0.03 -0.81
C 2.442 -0.434 -3.180 -0.01 -0.03 -0.04 -1.06
C 1.389 2.534 -0.375 0.02 -0.31 -0.11 0.34
C 4.071 5.190 -0.358 -0.03 -0.02 0.00 -0.83
C 1.299 5.046 -0.458 -0.05 -0.03 -0.12 -0.11
C 3.340 -6.181 -1.236 -0.05 0.00 0.04 -0.58
C 0.981 -4.824 -1.761 0.09 -0.12 0.02 0.24
C 0.026 -2.507 0.816 0.35 0.19 -0.15 0.62
H -2.217 3.610 0.522 0.04 -0.04 0.02 0.10
H -5.390 -0.674 0.072 0.00 0.00 0.01 0.25
H -3.179 2.713 -0.677 -0.01 -0.02 0.04 0.11
H -0.789 3.466 4.366 0.00 0.03 0.02 0.25
H -2.164 -3.660 -1.548 0.00 -0.04 0.07 0.43
H 3.816 7.315 -0.501 0.00 0.01 0.01 0.40
H 0.056 -4.312 -1.968 -0.09 0.11 -0.01 0.38
H -3.379 -2.837 -2.533 0.05 0.00 -0.03 0.63
H 1.833 -4.400 -3.685 -0.01 -0.03 0.03 0.44
H -5.261 1.095 0.148 0.03 0.02 0.01 0.30
H 5.152 5.239 -0.307 -0.04 -0.01 0.00 0.40
H 3.561 1.065 -4.231 -0.02 0.02 0.02 0.43
H 2.688 -1.248 -3.847 0.02 0.00 0.03 0.52
H 4.019 3.051 -0.213 -0.03 0.04 -0.06 0.51
H 1.176 -1.625 -1.912 -0.02 0.01 0.01 0.51
H 1.342 7.179 -0.580 0.02 -0.02 -0.02 0.41
H -4.554 -0.650 3.655 -0.03 0.02 0.00 0.27
H -0.199 4.582 3.187 0.01 0.00 -0.02 0.23
H -2.679 2.299 -5.535 0.02 -0.03 0.02 0.45
H -2.824 -0.454 4.022 0.05 0.00 -0.03 0.27
H 4.257 -6.717 -1.024 -0.02 0.01 -0.01 0.38
H -3.992 3.714 0.553 -0.01 0.00 0.02 0.41
H -1.617 2.849 -3.357 -0.02 -0.02 -0.02 0.48
H -1.834 -3.303 -3.248 -0.01 0.00 0.00 0.40
H 3.947 -5.598 -3.212 -0.01 0.00 0.01 0.38
H -3.793 0.962 3.574 0.01 0.06 -0.02 0.33
H -2.894 -1.784 -4.353 0.01 0.05 -0.01 0.42
H -3.324 -0.065 -6.014 0.00 0.01 0.01 0.41
H 0.220 4.991 -0.491 0.00 -0.03 0.04 0.39
H -0.886 -5.133 0.174 0.00 -0.07 -0.04 0.24
H 2.948 2.862 -2.628 0.04 -0.02 -0.01 0.58
H 0.105 -6.181 1.210 -0.04 -0.04 -0.06 0.56
H 2.485 -6.603 0.686 0.01 0.04 -0.04 0.37
H -5.202 0.270 -1.427 -0.02 0.00 -0.01 0.29
```
Forces are in eV/Å.

> Which value of net charge does entry 4 give?

0

> Which value of net charge does entry 2 give?

-1

> net charge of number 3 (C4H10N2O2)?

0